[1]
{
  "formula": "C4H10NO",
  "method": "wB97M-V/def2-TZVPD",
  "species": ["C", "H", "H", "H", "O", "C", "H", "H", "C", "H", "H", "H", "H", "H", "C", "N"],
  "coordinates": [[-1.353, 0.084, -0.040], [-0.356, 2.683, 2.116], [2.655, -1.475, -0.123], [-0.817, 0.568, -0.888], [1.084, -1.028, -1.444], [2.336, -0.717, -0.832], [2.331, 0.270, -0.306], [3.156, -0.589, -1.575], [-1.147, 0.989, 1.177], [-1.370, -1.987, -0.046], [-0.523, 2.803, 0.208], [-1.125, 0.402, 2.106], [-2.415, 0.088, -0.252], [0.158, -1.274, -0.311], [-0.632, 2.241, 1.143], [-0.799, -1.263, 0.277]],
  "forces_ev_per_angstrom": [[0.59, 0.22, 0.83], [-0.11, 0.21, -0.59], [0.27, -0.41, 0.48], [-0.34, -0.51, 0.36], [2.19, 0.20, 0.58], [-1.60, 0.71, -1.36], [-0.14, -0.41, 0.04], [0.03, -0.25, -0.04], [1.89, 0.48, -0.53], [-1.11, -1.11, -0.85], [0.09, -0.19, 0.44], [-0.43, 0.45, -0.24], [-0.52, -0.34, -0.27], [-1.21, -0.12, 0.11], [-1.05, -1.02, 0.68], [1.46, 2.09, 0.34]],
  "charge": -2,
  "orbital_gap_ha": [0.0982, 0.2607],
  "e_lumo_ha": [0.2604, 0.2552],
  "multiplicity": 2,
  "max_force_ev_per_a": 2.6,
  "e_tot_ev": -7841.668
}

[2]
{
  "formula": "C49H80B2Cl3N5O8S",
  "method": "wB97M-V/def2-TZVPD",
  "species": ["C", "H", "H", "H", "H", "C", "H", "C", "H", "H", "H", "C", "H", "H", "H", "H", "B", "C", "C", "H", "H", "H", "N", "H", "H", "C", "H", "H", "C", "O", "N", "C", "C", "C", "H", "O", "C", "H", "Cl", "C", "C", "C", "H", "H", "C", "C", "H", "N", "H", "H", "C", "H", "C", "C", "H", "C", "H", "H", "Cl", "H", "H", "N", "H", "H", "H", "H", "H", "H", "C", "C", "C", "C", "H", "O", "N", "H", "H", "O", "H", "C", "C", "O", "C", "C", "C", "H", "C", "H", "H", "H", "H", "H", "C", "H", "H", "H", "H", "C", "B", "H", "C", "H", "C", "C", "H", "H", "O", "H", "H", "C", "O", "H", "H", "C", "C", "H", "C", "H", "H", "C", "H", "H", "H", "C", "H", "C", "C", "C", "H", "O", "C", "H", "C", "H", "C", "H", "H", "H", "H", "H", "H", "H", "H", "H", "Cl", "C", "H", "S"],
  "coordinates": [[3.854, -3.859, -3.848], [-7.511, 3.478, -0.293], [8.725, 5.975, -5.159], [-1.009, -0.878, -1.969], [-6.354, -2.295, 7.546], [-8.019, -0.675, 3.158], [3.638, -0.758, -6.280], [-0.648, -1.676, 1.131], [-5.274, 3.652, -0.499], [5.533, -5.013, -4.644], [-5.299, 0.939, 8.355], [-5.721, -1.441, 7.739], [5.039, 3.104, -2.948], [-8.711, -1.374, 2.700], [1.892, -4.302, -4.610], [-4.670, -1.711, 7.655], [-5.014, -1.841, -0.830], [6.729, 3.550, -1.688], [-8.286, 2.724, 2.319], [-2.181, -0.737, -3.261], [7.752, 1.826, -0.852], [-7.612, 4.714, 1.022], [4.788, -2.703, -3.703], [-2.290, 1.862, 1.114], [6.650, -0.773, -4.021], [2.519, -0.372, 0.633], [-9.770, -3.242, 1.255], [6.808, 5.456, -0.560], [-9.004, 1.391, 2.260], [-5.543, -1.779, 5.194], [-6.040, -0.317, 6.853], [-5.757, -0.644, 5.530], [4.455, -4.934, -4.780], [5.256, 5.238, -2.915], [3.044, -0.675, -4.636], [7.785, 2.782, -3.554], [-7.653, -1.727, 0.400], [-5.576, 5.264, 0.082], [2.273, 0.114, 4.736], [-5.195, -1.185, 0.595], [0.480, -1.877, 1.922], [5.337, 3.875, -2.230], [-4.977, 1.170, 4.755], [3.009, -3.652, 6.335], [1.530, -2.450, 5.291], [6.758, 2.103, -1.207], [3.640, -1.943, 1.602], [-2.810, -0.719, 0.652], [-4.282, 0.853, 6.946], [-4.661, -1.343, -2.651], [-8.835, -3.777, 1.166], [-7.576, -1.482, -0.662], [-7.074, 3.850, 0.635], [1.603, -2.684, 1.299], [9.064, 5.902, -1.954], [2.849, -2.610, 6.077], [3.211, -2.267, -0.039], [2.342, 0.163, 1.560], [2.091, -4.098, 2.291], [4.029, -5.911, -4.554], [-8.047, 2.939, 3.362], [7.785, 3.773, -2.723], [8.631, 7.032, -3.225], [6.466, 1.401, -1.986], [2.586, -1.871, 3.570], [-5.196, -3.885, -0.572], [1.193, -3.097, 0.386], [3.336, 0.111, 0.107], [1.731, -1.496, 4.110], [-5.596, -0.083, 3.132], [6.335, 5.369, -3.990], [-1.724, -0.913, 1.562], [-0.657, -2.127, 0.152], [-1.943, 1.606, 0.251], [-4.520, -3.214, -0.901], [4.272, 5.356, -3.372], [9.715, 4.762, -4.341], [4.496, -2.047, -2.626], [2.925, -3.099, -6.487], [8.248, 6.225, -2.601], [-4.343, -0.086, 2.531], [-8.738, 0.550, 3.373], [2.828, -1.841, 0.886], [5.717, -2.377, -5.996], [-1.646, -0.357, 2.824], [-0.527, -0.097, 4.602], [-2.075, -0.789, -2.181], [-2.535, -1.720, -1.844], [-6.718, 1.035, 4.581], [-8.874, 0.894, 1.302], [5.186, -3.147, -6.550], [8.397, 4.271, -5.410], [-5.784, 0.488, 4.508], [2.773, -2.081, 7.017], [-5.921, -1.125, 8.758], [4.623, -4.855, -2.077], [4.615, 3.829, -1.412], [4.898, -1.754, -4.850], [-2.473, 0.453, -0.216], [5.841, 0.131, -5.298], [3.667, -4.547, -2.502], [-8.772, -4.777, 1.560], [2.492, -3.417, -4.384], [-6.684, -0.638, 2.446], [3.699, -2.246, 5.511], [7.471, 6.669, -1.982], [-2.647, 0.353, -1.578], [3.048, -5.436, -2.620], [-8.983, 3.493, 1.985], [-5.628, 4.212, 0.356], [-5.331, -1.153, -1.988], [3.165, -3.903, -1.782], [4.251, -4.756, -5.834], [7.744, 5.060, -3.481], [0.545, -1.328, 3.208], [6.647, -2.805, -5.619], [8.702, 5.004, -4.666], [8.049, 4.282, -0.114], [5.978, -1.608, -6.723], [-4.112, -0.648, 1.283], [1.591, -2.153, -5.877], [-7.074, -3.890, 0.123], [5.139, 0.081, -3.694], [-7.800, -3.216, 0.550], [6.318, 6.377, -4.408], [-0.540, -0.569, 3.633], [7.012, 4.396, -0.432], [-6.476, -1.164, 1.167], [-5.028, 4.041, 1.243], [-7.089, 2.781, 1.576], [3.518, -1.340, -5.365], [1.649, -0.276, -0.012], [5.675, -0.511, -4.434], [6.375, 4.064, 0.387], [-5.323, 0.906, 7.274], [-10.066, 1.633, 2.336], [1.297, -3.428, 4.893], [5.346, 6.042, -2.180], [-7.837, -1.063, 4.154], [6.057, 1.981, -0.382], [-5.792, 1.787, 6.855], [-4.199, -3.456, -1.830], [-8.590, -1.294, 0.719], [6.089, 4.689, -4.812], [0.267, -1.911, 6.428], [2.585, -2.524, -5.621], [1.954, -2.870, -3.602], [-2.976, 0.644, 3.418]],
  "forces_ev_per_angstrom": [[0.25, -1.56, -0.55], [-0.46, 0.30, -0.09], [-0.05, 0.08, 0.10], [0.16, 0.14, 0.04], [0.01, -0.17, -0.30], [-0.40, -0.09, 0.00], [0.13, 0.01, 0.01], [0.32, -0.06, 0.33], [0.42, -0.29, 0.04], [0.01, 0.04, 0.00], [-0.27, 0.21, 0.17], [-0.30, 0.42, 0.44], [0.13, -0.04, -0.01], [0.08, -0.21, -0.21], [0.09, -0.09, 0.06], [0.12, -0.24, -0.04], [0.22, -0.60, 0.13], [0.00, 0.27, 1.63], [0.14, -0.20, 0.07], [-0.11, 0.27, -0.10], [0.01, 0.02, -0.02], [-0.21, 0.02, 0.03], [-1.79, 1.15, 0.55], [0.36, -0.15, 0.31], [-0.01, -0.02, 0.02], [-0.04, -0.14, -0.12], [0.03, 0.27, 0.79], [0.06, -0.02, -0.05], [-0.58, 0.00, 0.35], [0.06, -0.75, -0.22], [0.96, 0.04, -0.03], [-0.55, 0.38, 0.06], [0.10, 0.05, -0.19], [0.09, -0.03, 0.05], [0.09, -0.04, 0.10], [0.62, -0.20, 0.15], [-0.17, -0.41, -1.11], [0.15, 0.12, 0.01], [0.02, 0.01, -0.11], [-0.87, -0.14, -0.25], [0.22, -0.44, 0.32], [-0.15, 0.17, -0.49], [0.00, 0.23, 0.00], [0.04, -0.19, -0.07], [1.33, 0.15, 0.23], [0.12, -0.33, -0.36], [0.00, 0.01, 0.24], [0.06, 0.98, 0.85], [0.15, 0.16, -0.03], [-0.35, -0.10, -0.48], [0.13, 0.09, -0.24], [0.26, 0.16, -0.04], [0.76, -0.62, -0.02], [-0.15, 0.83, -0.27], [-0.02, -0.03, 0.01], [-0.46, -0.15, 0.18], [0.13, -0.14, -0.06], [-0.16, 0.16, 0.10], [0.01, -0.19, -0.08], [-0.08, 0.05, 0.11], [-0.10, -0.01, 0.23], [-1.56, -0.63, -1.36], [-0.02, -0.07, -0.12], [0.10, 0.05, -0.05], [0.14, -0.10, -0.18], [0.35, -0.30, 0.37], [-0.04, -0.29, -0.04], [0.26, -0.02, 0.01], [-0.34, 0.22, 0.41], [-0.16, 0.04, -0.40], [-0.47, -0.27, 0.04], [0.31, -0.63, -0.32], [-0.25, -0.05, -0.15], [-0.49, 0.55, -0.06], [0.07, 0.93, -0.46], [0.00, 0.02, 0.01], [-0.01, -0.01, 0.02], [0.58, -0.16, 0.25], [0.03, -0.01, 0.02], [-0.07, 0.03, 0.21], [0.59, 0.12, 0.42], [0.82, 0.05, -0.07], [0.23, -0.13, -0.19], [-0.08, -0.26, -0.08], [-0.39, -0.05, 0.26], [0.07, 0.01, 0.11], [-0.14, -0.49, -0.27], [-0.06, -0.04, 0.19], [-0.17, 0.10, 0.08], [0.33, -0.10, -0.15], [0.01, -0.03, 0.07], [0.02, -0.09, 0.11], [0.17, -0.30, 0.00], [0.22, 0.30, 0.05], [0.00, 0.08, 0.13], [0.02, 0.04, -0.01], [0.09, -0.05, 0.09], [1.05, 0.08, -1.28], [-0.47, -0.33, -0.59], [-0.02, -0.10, -0.11], [-0.03, 0.27, 0.49], [-0.32, -0.43, -0.52], [-0.20, 0.50, -0.14], [0.25, 0.49, -0.05], [0.15, 0.04, -0.06], [0.01, -0.08, 0.04], [0.64, -0.01, 0.11], [0.01, -0.02, -0.18], [-0.03, 0.10, -0.13], [-0.43, 0.37, -0.26], [0.70, 0.43, 0.57], [0.11, 0.06, -0.01], [0.06, 0.07, 0.01], [0.75, 1.44, 0.26], [-0.47, 0.31, -0.35], [-0.01, 0.00, 0.03], [0.05, -0.46, -0.21], [0.01, -0.01, -0.03], [-0.02, 0.10, 0.09], [-0.49, -0.49, -0.57], [0.00, -0.01, -0.02], [0.72, 0.10, 0.49], [0.01, -0.11, 0.07], [-0.49, -0.10, 0.28], [0.14, 0.02, 0.00], [-0.07, 0.05, -0.10], [0.04, 0.27, -0.03], [-0.24, 0.29, 0.34], [0.18, -0.05, 0.02], [-0.10, 0.21, 0.04], [-0.51, -0.16, 0.17], [-0.20, 0.12, 0.02], [-0.05, 0.19, 0.50], [-0.03, -0.12, -0.06], [-0.11, -0.45, -0.16], [-0.19, -0.11, 0.01], [-0.66, -0.02, -0.14], [0.03, -0.01, 0.01], [-0.09, -0.02, 0.21], [-0.01, 0.13, 0.04], [-0.06, 0.20, 0.11], [-0.28, -0.39, -0.04], [-0.15, 0.25, 0.14], [0.11, -0.08, 0.03], [-0.31, -0.27, -0.11], [0.11, -0.01, 0.05], [0.12, 0.01, 0.08], [0.11, 0.16, -0.14]],
  "orbital_gap_ha": [0.2995, 0.2963],
  "e_lumo_ha": [0.0099, 0.0068],
  "multiplicity": 3,
  "max_force_ev_per_a": 2.2,
  "e_tot_ev": -125697.838
}

[3]
{
  "formula": "C25H29MnN4O9SbSe",
  "method": "wB97M-V/def2-TZVPD",
  "species": ["H", "H", "C", "C", "O", "O", "H", "C", "O", "H", "H", "C", "C", "O", "H", "C", "H", "C", "H", "H", "H", "C", "C", "H", "H", "H", "C", "Sb", "C", "C", "H", "H", "C", "O", "H", "C", "H", "N", "C", "C", "H", "C", "C", "C", "H", "O", "H", "H", "H", "C", "N", "C", "Mn", "N", "H", "C", "H", "Se", "C", "H", "C", "N", "O", "H", "O", "O", "H", "C", "H", "H"],
  "coordinates": [[-0.253, -1.453, -7.542], [2.421, 0.281, -1.258], [2.722, -3.131, 2.838], [-3.804, -0.460, 1.772], [-1.554, 1.436, 0.629], [-0.792, 3.948, 0.220], [-2.510, 1.493, 2.040], [-4.075, 0.519, 2.881], [0.193, 2.582, 2.206], [2.434, -4.684, -0.144], [5.469, 0.710, 2.047], [-0.637, -0.791, -6.775], [-1.346, 0.350, -7.150], [1.924, -1.063, 3.610], [-2.751, -2.385, -1.337], [-1.842, 1.201, -6.165], [3.185, -3.237, 3.808], [-0.427, -1.080, -5.449], [4.132, 3.506, -0.388], [5.340, 2.445, 2.238], [-3.171, 3.553, 3.183], [-2.999, 2.611, 3.737], [1.983, -1.976, 2.579], [-2.398, 2.086, -6.459], [-5.823, -0.534, 1.027], [1.289, -3.344, -1.760], [-4.415, -1.562, -0.255], [2.955, 1.525, 1.122], [-1.633, 0.928, -4.835], [0.681, -0.427, 3.861], [3.137, 4.263, 0.878], [-0.147, -1.132, 3.726], [5.145, 1.621, 1.560], [0.733, -0.656, 1.067], [-5.146, -1.856, -0.995], [1.575, -2.769, 0.306], [0.132, -1.948, -5.137], [-3.185, 1.518, 2.819], [-2.509, -0.916, 1.548], [1.389, -1.764, 1.317], [-1.733, -0.734, 2.281], [-4.796, -0.831, 0.865], [1.073, -2.599, -0.997], [3.362, 0.416, -0.725], [-1.062, 2.619, 3.578], [0.782, 1.851, -0.319], [-1.982, 1.588, -4.056], [5.744, 1.770, 0.669], [0.719, -0.112, 4.906], [2.882, -4.103, 1.861], [0.070, -1.535, -2.724], [2.314, -3.928, 0.621], [-0.339, -0.023, -0.363], [-2.117, -1.558, 0.438], [-1.488, 0.590, -8.196], [-3.083, -1.864, -0.447], [2.355, 3.588, -0.552], [-0.311, 2.512, 0.686], [-0.923, -0.224, -4.447], [3.452, -5.001, 2.068], [3.180, 3.468, 0.140], [0.361, -1.549, -1.416], [-1.731, 2.588, 4.302], [0.529, 0.449, 3.227], [-1.123, 0.304, -2.111], [-5.008, 0.437, 3.669], [3.787, -0.557, -0.486], [-0.669, -0.487, -3.056], [-3.722, 2.527, 4.556], [4.054, 0.986, -1.345]],
  "forces_ev_per_angstrom": [[0.04, -0.02, 0.00], [0.11, -0.02, 0.00], [-0.43, 0.81, -0.18], [-0.52, -0.42, -0.28], [-0.80, -0.57, -0.04], [-0.43, 1.40, -0.78], [-0.10, 0.03, -0.09], [0.26, 0.37, -0.02], [0.47, -0.12, 1.54], [0.03, -0.07, -0.10], [0.12, -0.33, 0.16], [-0.20, 0.23, -0.62], [0.04, 0.03, 0.25], [0.23, -0.43, -0.47], [0.05, 0.07, -0.11], [-0.07, 0.03, -0.78], [-0.02, 0.03, 0.15], [-0.19, 0.29, 0.84], [0.09, -0.03, -0.01], [0.00, 0.27, 0.22], [0.04, -0.21, 0.16], [-0.53, 0.23, 0.15], [0.55, -0.53, 0.96], [0.06, -0.01, 0.05], [-0.04, 0.08, 0.02], [0.07, -0.18, -0.01], [-0.34, 0.10, 0.09], [1.30, 0.23, -0.49], [0.40, -0.64, 0.80], [-0.24, 0.35, 0.06], [0.04, 0.15, 0.15], [0.02, -0.01, 0.05], [-0.34, -0.11, 0.01], [1.74, -1.86, 2.11], [-0.02, -0.03, -0.05], [0.43, -0.05, 1.68], [0.03, -0.07, 0.01], [0.23, -0.08, -0.08], [0.19, -0.18, -0.36], [-0.77, 1.00, -0.91], [0.06, 0.19, -0.11], [0.64, -0.02, 0.18], [-1.75, 2.06, -1.96], [-0.23, 0.20, 0.35], [0.05, 0.07, 0.08], [0.69, -0.45, -0.68], [-0.06, 0.03, 0.09], [0.11, 0.03, -0.35], [-0.06, -0.04, -0.03], [0.13, -0.40, -0.27], [-0.20, -0.27, -2.31], [-0.20, 0.27, -0.18], [-1.03, 1.15, 0.76], [-1.09, -0.21, 0.31], [-0.04, -0.05, -0.03], [0.58, 0.05, 0.35], [-0.04, 0.06, -0.11], [-0.98, 1.55, 0.48], [-0.31, 0.40, -1.93], [0.02, 0.00, 0.04], [-0.08, -0.31, 0.19], [2.38, -3.47, 0.65], [0.50, -0.01, 0.07], [0.03, -0.11, 0.02], [-0.69, -0.18, -3.52], [-0.34, -0.23, 0.15], [0.07, -0.10, 0.01], [0.23, 0.03, 3.94], [0.01, 0.00, -0.26], [0.07, 0.02, 0.00]],
  "charge": -2,
  "orbital_gap_ha": [0.2031, 0.2398],
  "e_lumo_ha": [0.1602, 0.1601],
  "multiplicity": 6,
  "max_force_ev_per_a": 4.3,
  "e_tot_ev": -153988.354
}

Please write out number 1 again, unchanged.
{
  "formula": "C4H10NO",
  "method": "wB97M-V/def2-TZVPD",
  "species": ["C", "H", "H", "H", "O", "C", "H", "H", "C", "H", "H", "H", "H", "H", "C", "N"],
  "coordinates": [[-1.353, 0.084, -0.040], [-0.356, 2.683, 2.116], [2.655, -1.475, -0.123], [-0.817, 0.568, -0.888], [1.084, -1.028, -1.444], [2.336, -0.717, -0.832], [2.331, 0.270, -0.306], [3.156, -0.589, -1.575], [-1.147, 0.989, 1.177], [-1.370, -1.987, -0.046], [-0.523, 2.803, 0.208], [-1.125, 0.402, 2.106], [-2.415, 0.088, -0.252], [0.158, -1.274, -0.311], [-0.632, 2.241, 1.143], [-0.799, -1.263, 0.277]],
  "forces_ev_per_angstrom": [[0.59, 0.22, 0.83], [-0.11, 0.21, -0.59], [0.27, -0.41, 0.48], [-0.34, -0.51, 0.36], [2.19, 0.20, 0.58], [-1.60, 0.71, -1.36], [-0.14, -0.41, 0.04], [0.03, -0.25, -0.04], [1.89, 0.48, -0.53], [-1.11, -1.11, -0.85], [0.09, -0.19, 0.44], [-0.43, 0.45, -0.24], [-0.52, -0.34, -0.27], [-1.21, -0.12, 0.11], [-1.05, -1.02, 0.68], [1.46, 2.09, 0.34]],
  "charge": -2,
  "orbital_gap_ha": [0.0982, 0.2607],
  "e_lumo_ha": [0.2604, 0.2552],
  "multiplicity": 2,
  "max_force_ev_per_a": 2.6,
  "e_tot_ev": -7841.668
}